{
  "formula": "C11H14N3S",
  "method": "the ωB97M-V functional and the def2-TZVPD basis",
  "elements": ["C", "C", "C", "C", "C", "C", "C", "C", "C", "C", "C", "N", "N", "N", "S", "H", "H", "H", "H", "H", "H", "H", "H", "H", "H", "H", "H", "H", "H"],
  "xyz": [[-1.99827, 1.23665, 0.20008], [-1.03456, 1.36611, 1.20837], [-1.93397, 0.33682, -0.83089], [0.11750, 0.53438, 1.33094], [-0.86011, -0.56356, -0.79102], [0.18780, -0.39152, 0.19454], [2.17534, -0.09381, -2.31629], [-0.04880, -0.47094, -3.65425], [-0.92162, -1.63088, -3.12084], [0.42222, 1.12772, 3.62106], [2.18800, 0.04630, 2.56557], [1.25467, -0.35620, -2.97483], [0.90405, 0.49882, 2.42363], [-0.84025, -1.65995, -1.58936], [1.39222, -1.53094, 0.04328], [-2.78357, 1.93292, 0.17466], [-0.99831, 2.26314, 1.85054], [-2.68267, 0.37749, -1.71586], [0.24298, -0.54393, -4.69352], [-0.50063, 0.51378, -3.35132], [-1.99903, -1.55938, -3.44903], [-0.74060, -2.63561, -3.59308], [0.89135, 0.54440, 4.41362], [0.74362, 2.17238, 3.72083], [-0.76734, 1.13170, 3.71806], [2.68895, 0.34863, 3.48998], [2.19037, -1.08578, 2.47974], [2.77646, 0.40649, 1.82452], [-0.06579, -2.31526, -1.17912]],
  "homo_ev": [-11.84, -11.77],
  "orbital_gap_ev": [5.66, 5.41],
  "de_lowest_kj_mol": 514.4,
  "charge": 1
}

---

{
  "formula": "CH2ClP",
  "method": "the ωB97M-V functional and the def2-TZVPD basis",
  "elements": ["C", "P", "Cl", "H", "H"],
  "xyz": [[0.00434, -0.28814, 0.69474], [-1.18995, -0.03724, -0.40554], [0.36104, 1.08992, -2.46951], [-0.14379, -0.95565, 1.53131], [0.96835, 0.19112, 0.64900]],
  "homo_ev": -10.03,
  "orbital_gap_ev": 7.94,
  "de_lowest_kj_mol": 140.6
}

---

{
  "formula": "C7H21N2OPSYb",
  "method": "the ωB97M-V functional and the def2-TZVPD basis",
  "elements": ["Yb", "H", "H", "P", "C", "H", "H", "H", "C", "H", "H", "H", "C", "H", "H", "H", "C", "O", "H", "H", "C", "N", "C", "S", "N", "C", "H", "H", "H", "H", "H", "H", "H", "H"],
  "xyz": [[-0.44116, -1.11471, 0.72677], [-2.36867, -1.44111, 1.99192], [-2.18733, -2.17583, 1.84048], [1.58254, -2.78492, -0.69448], [1.18935, -3.65300, -2.19504], [1.80241, -4.56502, -2.25212], [0.12913, -3.94283, -2.24475], [1.42640, -3.03552, -3.07489], [3.34933, -2.77475, -0.43904], [3.56767, -2.38121, 0.56333], [3.78474, -3.77534, -0.53741], [3.80358, -2.12153, -1.19762], [0.73427, -3.54086, 0.71512], [-0.35095, -3.69627, 0.55266], [1.16457, -4.53780, 0.84766], [0.91846, -3.02171, 1.67868], [-1.33767, -1.65410, -1.53047], [-1.76946, -1.66595, -2.59686], [1.30386, -0.86751, 1.73403], [1.21554, -1.40764, -0.84533], [-1.11714, 4.46237, 2.06492], [-0.27995, 3.53392, 1.29677], [-0.72336, 2.75064, 0.29680], [0.16982, 1.31738, -0.14316], [-1.81962, 3.14593, -0.40335], [-2.01635, 4.55322, -0.81708], [-2.13954, 4.47159, 1.68671], [-0.71182, 5.47872, 2.01654], [-1.12674, 4.15170, 3.11287], [0.53386, 3.14998, 1.76959], [-2.07096, 2.45462, -1.11102], [-1.85255, 4.61706, -1.89960], [-3.05118, 4.85407, -0.60488], [-1.31106, 5.21641, -0.30775]],
  "homo_ev": [-7.43, -10.24],
  "orbital_gap_ev": [4.84, 7.55],
  "de_lowest_kj_mol": 14.6,
  "charge": 1,
  "spin_multiplicity": 2
}

---

{
  "formula": "C24H29N3O4S",
  "method": "the ωB97M-V functional and the def2-TZVPD basis",
  "elements": ["C", "C", "N", "C", "C", "C", "O", "N", "C", "C", "C", "C", "C", "C", "C", "C", "C", "C", "C", "O", "C", "C", "C", "S", "O", "O", "N", "C", "C", "C", "C", "C", "H", "H", "H", "H", "H", "H", "H", "H", "H", "H", "H", "H", "H", "H", "H", "H", "H", "H", "H", "H", "H", "H", "H", "H", "H", "H", "H", "H", "H"],
  "xyz": [[-1.24786, 4.63738, -0.37559], [0.05639, 3.77090, -0.34910], [-0.02475, 2.41348, -0.33093], [-1.18439, 1.69668, -0.50457], [-1.20224, 0.50006, -0.98318], [-2.59927, -0.08092, -1.17253], [-3.49129, 0.74544, -1.10373], [-2.66392, -1.52058, -1.08890], [-3.84073, -1.94063, -0.96862], [-4.68263, -1.90586, -2.44352], [-4.60630, -1.84355, 0.40540], [-4.00542, -2.22790, 1.58283], [-2.89797, -1.11682, 1.77615], [-1.34120, -1.73734, 1.91755], [-0.35179, -0.94931, 2.27641], [-0.52117, 0.36081, 2.49726], [-1.91247, 1.10566, 2.27396], [-3.13100, 0.24321, 2.13070], [-0.05353, -0.32103, -0.86727], [0.07855, -1.60383, -0.99308], [1.14908, 0.60030, -0.36854], [2.27811, -0.22419, -0.26751], [3.55292, 0.13971, 0.10687], [5.10611, -0.53134, 0.49846], [6.08575, 0.30952, 0.81137], [4.67933, -1.53462, 1.55811], [4.98816, -1.45787, -0.69290], [5.55848, -0.63921, -1.90269], [5.79998, -3.00215, -0.69093], [3.56480, 1.78674, 0.42807], [2.38665, 2.41582, 0.05601], [1.13142, 1.76689, -0.07334], [-1.91183, 4.30076, 0.23348], [-0.99822, 5.79797, -0.35356], [-1.58516, 4.43377, -1.50433], [0.92909, 4.35843, -0.58067], [0.40099, 4.08628, 0.74755], [-1.98698, 2.47646, -0.73344], [-1.79040, -1.95809, -1.01691], [-3.68040, -3.19428, -0.89269], [-4.97695, -0.84170, -2.07616], [-4.14993, -2.14324, -3.13439], [-5.73259, -2.38168, -2.15031], [-5.76669, -2.24675, 0.46189], [-5.01213, -0.74479, 0.22576], [-4.63445, -1.89647, 2.58336], [-3.63593, -3.18509, 1.46403], [-1.19707, -2.79142, 1.87047], [0.63284, -1.32657, 2.39545], [0.36498, 1.21807, 2.60144], [-2.09625, 2.10719, 2.50791], [-3.97464, 0.62890, 1.98263], [2.37714, -1.27970, -0.34974], [6.55494, -0.42168, -1.67853], [4.95939, 0.32277, -2.23707], [5.51143, -1.29066, -2.89336], [6.91618, -2.53862, -0.71120], [5.38726, -3.27656, 0.37055], [5.53806, -3.52135, -1.43310], [4.42883, 2.11723, 0.77236], [2.47067, 3.33536, 0.38640]],
  "homo_ev": -7.81,
  "orbital_gap_ev": 7.60,
  "de_lowest_kj_mol": 2193.8
}

---

| no. | electronic energy (eV) |
| --- | --- |
| 1 | -26928.5246 |
| 2 | -22878.4452 |
| 3 | -64270.4144 |
| 4 | -48834.1744 |